Record 1
DFT (wB97M-V/def2-TZVPD) results for a molecular structure, C21H20BFHfN4O7 at a distorted geometry.

CARTESIAN COORDINATES (ANGSTROEM)
Hf 0.00000 0.00000 0.00000
C -4.58202 -3.91752 4.38274
C -3.13903 -3.98961 4.92498
C -2.82614 -5.49375 5.15148
C -1.36010 -5.67811 5.46850
C -0.56731 -5.20188 4.28771
C 0.56705 -5.90273 3.86046
C 1.33317 -5.41136 2.80498
F 2.43840 -6.08393 2.39948
C 0.98047 -4.21228 2.18414
C -0.16502 -3.50080 2.59747
C -0.53380 -2.20426 1.97801
O 0.14449 -1.80251 1.10105
C -1.71381 -1.42835 2.52936
C -2.44217 -2.03191 3.50953
N -2.16787 -3.34628 4.01442
C -0.96154 -4.01667 3.63077
C -2.19733 -0.04956 2.10665
O -3.15834 0.45216 2.67021
O -1.64155 0.63157 1.16071
H -5.27905 -4.41808 5.08886
H -4.65170 -4.42093 3.39453
H -4.94090 -2.87623 4.27431
H -3.10341 -3.44946 5.89704
H -3.05054 -6.08501 4.23403
H -3.45659 -5.88638 5.97938
H -1.12300 -6.73588 5.71490
H -1.11785 -5.04993 6.35374
H 0.86926 -6.81728 4.35603
H 1.60738 -3.83893 1.38524
H -3.29756 -1.51238 3.92331
C -1.77459 3.22910 -0.49905
C -0.62955 2.87522 -1.36838
N -0.07556 1.84824 -1.19955
C 1.04603 1.76816 -2.23467
C 0.98263 2.90474 -2.95588
N -0.10204 3.66040 -2.42197
C 1.83755 3.34475 -4.08999
O 1.62709 4.53025 -4.70193
O 2.74762 2.63713 -4.48727
C 1.92756 0.54471 -2.24892
O 2.84190 0.41881 -3.05101
O 1.68988 -0.57096 -1.24943
H -1.96750 2.42356 0.24330
H -2.68036 3.37001 -1.12345
H -1.54905 4.17160 0.04036
H -0.44807 4.58418 -2.72187
H 0.92462 5.13868 -4.43815
B -3.07493 -2.17669 -3.16110
C -2.10922 -1.49381 -2.16909
N -1.38560 -0.98177 -1.42540
H -3.18551 -3.32843 -2.87846
H -2.64310 -2.07871 -4.26679
H -4.14131 -1.64936 -3.10303
H 1.22611 0.86876 1.26133

ΔE to the lowest compared entry with this formula, charge and spin in eV: 0.000
E_LUMO in eV: -1.22
Frontier orbital gap in eV: 8.02
Largest force on an atom in eV/Å: 11.34

Löwdin atomic charge list, values in e, 4 entries:
1. Hf 1.59
2. C -0.05
3. C -0.31
4. C -0.16


Record 2
DFT (wB97M-V/def2-TZVPD) results for a molecular structure, C21H20Br2MnN6O2S at a distorted geometry.

CARTESIAN COORDINATES (ANGSTROEM)
Mn 0.45779 0.55959 0.72745
O 1.48265 -3.11131 1.95323
C 1.30528 -1.92600 1.72306
N 0.29046 -1.30015 1.12825
C -0.89685 -1.92547 0.67734
C -1.21294 -3.28032 0.74018
C -2.44766 -3.72474 0.26753
C -3.36103 -2.82729 -0.26047
C -3.05709 -1.46720 -0.33292
C -1.82612 -1.00959 0.13340
N -1.35834 0.32559 0.16552
C -2.12392 1.38121 -0.04107
O -3.23924 1.47527 -0.53915
C -1.43497 2.62532 0.48000
C -2.13293 3.80842 0.55638
C -1.52733 4.91740 1.11948
C -0.23630 4.79437 1.57941
C 0.39482 3.57148 1.44587
N -0.18553 2.50214 0.90582
C 2.38282 -0.92690 2.10948
C 3.45553 -1.33448 2.87376
C 4.40077 -0.40425 3.26648
C 4.24079 0.90381 2.86090
C 3.14561 1.22099 2.07955
N 2.22276 0.33255 1.70641
H -0.49843 -3.97047 1.15951
H -2.69250 -4.78164 0.32190
H -4.32425 -3.17780 -0.61834
H -3.76722 -0.76368 -0.73798
H -3.14734 3.82036 0.17579
H -2.05442 5.86200 1.20100
H 0.28772 5.62548 2.03481
H 1.41509 3.45045 1.77488
H 3.51002 -2.38290 3.14426
H 5.25214 -0.69456 3.87153
H 4.95023 1.67541 3.13465
H 3.02130 2.22644 1.70559
Br 2.70236 2.45443 -1.15571
C 1.87354 2.41411 -2.89522
Br 0.00115 2.85206 -2.85043
H 1.96946 1.40694 -3.26475
H 2.36007 3.15956 -3.50213
C -1.47532 -3.44794 -3.10105
N -0.26006 -2.79834 -2.63970
C -0.08763 -1.47686 -2.55891
N -1.13158 -0.71471 -2.93184
S 1.33793 -0.80792 -1.93285
H -1.36470 -4.51919 -2.96946
H -1.66567 -3.24521 -4.15961
H -2.33535 -3.12962 -2.50899
H 0.52863 -3.34736 -2.35694
H -2.05059 -1.12119 -3.01217
H -1.09362 0.25170 -2.65374

ΔE to the lowest compared entry with this formula, charge and spin in eV: 0.000
Spin multiplicity: 2
E_LUMO (spin up / spin down) in eV: 0.05 / -0.03
Frontier orbital gap (spin up / spin down) in eV: 7.28 / 7.09
Largest force on an atom in eV/Å: 1.23

Löwdin atomic charge list, values in e, 4 entries:
1. Mn 0.64
2. O 0.05
3. C -0.47
4. N -0.01


Record 3
DFT (wB97M-V/def2-TZVPD) results for a molecular structure, C21H20Cl2ErN7O2S at a distorted geometry.

CARTESIAN COORDINATES (ANGSTROEM)
Er -1.46170 0.87055 -0.84032
S -0.61440 -0.43302 -3.02387
C 0.90944 -0.75634 -2.28833
N 1.53880 -1.85139 -2.41401
N 2.77988 -2.00400 -1.95803
C 3.47598 -3.23063 -2.11635
C 2.89218 -4.36009 -2.71086
C 3.66671 -5.49444 -2.87011
C 5.03595 -5.56218 -2.56377
C 5.61365 -4.42331 -1.96808
C 4.86392 -3.31248 -1.77471
N 1.68690 0.19332 -1.44192
N 0.97743 0.94034 -0.77382
C 1.63967 1.87748 0.13928
C 2.92129 1.75072 0.54330
C 3.45689 2.61489 1.50716
C 2.60765 3.55835 2.05554
C 1.29212 3.69568 1.59277
C 0.74658 2.75776 0.70036
H 3.27226 -1.23909 -1.59059
H 1.89534 -4.30938 -3.13031
H 3.13445 -6.42782 -3.20865
H 5.53352 -6.49769 -2.71609
H 6.62525 -4.46439 -1.60111
H 5.41720 -2.52890 -1.29224
H 3.48165 0.91894 0.16396
H 4.48986 2.46150 1.86747
H 3.04086 4.25484 2.82951
H 0.56908 4.42940 2.01394
H -0.31434 2.84188 0.42911
C -0.90152 -2.04667 3.35817
O -2.02422 -2.09906 2.49540
C -1.98653 -1.38804 1.36985
O -1.11309 -0.53461 1.11264
N -2.97104 -1.75826 0.52153
N -2.96575 -1.21087 -0.75587
H -0.06717 -2.65067 3.02262
H -1.32187 -2.53937 4.25392
H -0.62955 -1.03750 3.58350
H -3.71175 -2.42407 0.69365
H -3.82893 -0.75414 -1.05020
H -2.56227 -1.85182 -1.43048
Cl -5.66631 0.85061 -0.18810
C -5.18817 2.45361 0.36362
C -6.01890 3.21977 1.13706
C -5.71824 4.50285 1.49407
C -4.49447 5.02726 1.11203
C -3.59728 4.23254 0.41395
Cl -1.96603 4.85712 0.14693
C -3.83094 2.90418 0.00027
N -2.94022 2.13273 -0.50499
H -7.00617 2.77262 1.57566
H -6.39639 5.06707 2.16678
H -4.26729 6.00423 1.54877

Spin multiplicity: 4
E_LUMO (spin up / spin down) in eV: -1.07 / -1.07
Frontier orbital gap (spin up / spin down) in eV: 5.34 / 5.38
Largest force on an atom in eV/Å: 3.70

Löwdin atomic charge list, values in e, 4 entries:
1. Er 1.11
2. S 0.51
3. C -0.83
4. N 0.03


Record 4
DFT (wB97M-V/def2-TZVPD) results for a molecular structure, C21H20ClIO4PRuS2.

CARTESIAN COORDINATES (ANGSTROEM)
Ru 0.43928 0.93079 -0.32300
Cl 5.70706 -3.71904 -2.48025
C 4.71688 -2.47618 -1.75873
C 5.09477 -1.93038 -0.51317
C 4.34782 -0.96053 0.08726
C 3.14528 -0.47306 -0.50866
O 2.44507 0.40921 0.10948
C 2.81313 -1.00314 -1.78524
C 1.73397 -0.49024 -2.56665
O 0.99409 0.46323 -2.29298
C 3.60390 -2.01445 -2.38532
H 5.99676 -2.29472 -0.03706
H 4.63789 -0.54079 1.04176
H 1.58309 -0.96486 -3.54688
H 3.32201 -2.40398 -3.35656
I 1.30223 3.47799 -0.34205
C -0.65956 4.11423 -0.52766
C -0.96637 5.42882 -0.34179
C -2.29783 5.85281 -0.54504
C -3.23381 4.95713 -0.96773
C -2.90555 3.59579 -1.18805
C -3.86756 2.69514 -1.70932
C -3.52071 1.40595 -1.96709
C -2.22544 0.93587 -1.64552
C -1.25624 1.73431 -1.08189
C -1.59579 3.12592 -0.91758
H -0.20752 6.14543 -0.05712
H -2.55838 6.89064 -0.38440
H -4.25201 5.27791 -1.15359
H -4.86572 3.06082 -1.91941
H -4.24606 0.72460 -2.39538
H -2.00688 -0.10602 -1.83317
C -3.66783 -1.84479 1.82574
C -2.38068 -2.31285 2.45958
O -1.54403 -1.17079 2.75264
P -0.29212 -0.78045 1.86294
S -0.08656 1.20098 1.93626
S -0.42679 -1.31194 -0.04614
O 0.90518 -1.50024 2.60422
C 1.87604 -2.40559 2.04549
C 1.56930 -3.81586 2.48583
H -4.31947 -2.69782 1.62782
H -3.46184 -1.33625 0.88325
H -4.18920 -1.15359 2.48757
H -1.84604 -3.00547 1.80598
H -2.54920 -2.80826 3.41429
H 2.84310 -2.06384 2.40867
H 1.86628 -2.31641 0.95994
H 1.49108 -3.87557 3.57136
H 2.36414 -4.48856 2.15894
H 0.63082 -4.16187 2.04838

ΔE to the lowest compared entry with this formula, charge and spin in eV: 0.052
Spin multiplicity: 2
E_LUMO (spin up / spin down) in eV: -0.30 / -0.75
Frontier orbital gap (spin up / spin down) in eV: 7.46 / 7.10
Largest force on an atom in eV/Å: 0.99

Löwdin atomic charge list, values in e, 4 entries:
1. Ru 0.60
2. Cl 0.64
3. C -0.67
4. C -0.09


Record 5
DFT (wB97M-V/def2-TZVPD) results for a molecular structure, C21H20ClN6O10Tl.

CARTESIAN COORDINATES (ANGSTROEM)
Tl 0.48074 -0.95790 3.04578
O 5.67071 -4.08025 -0.20633
C 4.60796 -3.45092 0.39505
C 3.34273 -4.01720 0.39980
C 2.31558 -3.33759 1.03523
N 2.50706 -2.16426 1.63572
C 3.72332 -1.61860 1.62103
C 4.80830 -2.22661 1.00479
C 3.91843 -0.27070 2.34614
O 4.94118 0.36345 2.03158
O 3.02454 0.02982 3.17232
C 0.91248 -3.96656 1.08231
O 0.73684 -4.96435 0.35775
O 0.09258 -3.41032 1.85310
H 5.34479 -4.91799 -0.55294
H 3.12287 -4.97233 -0.06362
H 5.76824 -1.73057 1.01370
O -4.17864 1.65082 2.43894
Cl -2.85627 2.20504 2.66684
O -2.99145 3.58628 3.09034
O -2.10174 2.15815 1.43176
O -2.17230 1.44356 3.68080
C -3.13575 -3.44071 1.51180
C -3.19489 -1.93281 1.47254
C -4.46579 -1.30456 0.93968
O -2.27878 -1.24302 1.83853
H -3.72443 -3.78639 2.36766
H -2.10108 -3.76987 1.62610
H -3.58321 -3.86215 0.60885
H -5.34347 -1.81622 1.34204
H -4.48156 -1.42820 -0.14771
H -4.48051 -0.24443 1.19044
C -0.43338 -1.04076 -0.84125
C 0.49139 0.06321 -0.46176
N 0.87742 0.34075 0.75103
C 1.74442 1.41014 0.66923
C 1.88149 1.78576 -0.62587
N 1.07655 0.92216 -1.35429
C 0.88274 0.94761 -2.76844
N 0.34439 2.22524 -3.21038
N 0.69883 2.70460 -4.41685
N 0.07794 3.80580 -4.64054
C -0.71816 4.07767 -3.54877
C -1.57001 5.15695 -3.28411
C -2.22188 5.15908 -2.07401
C -2.04563 4.11758 -1.13322
C -1.21627 3.04972 -1.37782
C -0.55509 3.05690 -2.61279
H -0.64272 -1.62271 0.05487
H 0.01282 -1.70284 -1.58606
H -1.37871 -0.64865 -1.22658
H 2.22301 1.80429 1.55017
H 2.46506 2.55707 -1.09860
H 0.19771 0.14411 -3.03505
H 1.81784 0.80901 -3.30973
H -1.69665 5.95041 -4.00964
H -2.88160 5.98084 -1.82454
H -2.56095 4.14919 -0.18205
H -1.09901 2.27425 -0.63292

Net charge: -2
E_LUMO in eV: 4.29
Frontier orbital gap in eV: 7.40
Largest force on an atom in eV/Å: 0.28

Löwdin atomic charge list, values in e, 4 entries:
1. Tl 0.94
2. O 0.03
3. C -0.30
4. C 0.03